(1)
C18H18F3N4O4Ru as an isolated structure. Source: the Open Molecules 2025 dataset; level of theory: ωB97M-V/def2-TZVPD.

Computed properties:
- LUMO level (spin up / spin down): 0.0 / -2.4 eV
- HOMO-LUMO gap (spin up / spin down): 9.1 / 6.7 eV
- ΔE to the lowest compared entry with this formula, charge and spin: 4.54 kcal/mol
- HOMO level (spin up / spin down): -9.04 / -9.04 eV
- Electronic energy: -1611.15134 a.u.
- <S²>: 8.7598

Structure (ORCA input):
```
! wB97M-V def2-TZVPD RIJCOSX def2/J DEFGRID3
* xyz 0 6
Ru -0.19580 -0.50324 0.00668
C 2.15183 1.63854 -0.87367
C 1.06713 2.29296 -1.73324
C 1.37679 2.12595 -3.21468
C -0.30298 1.76759 -1.34166
C -0.86988 2.13868 -0.11411
C -2.10729 1.65039 0.28872
C -2.84015 0.77307 -0.51498
C -4.13857 0.19754 -0.03861
C -2.29250 0.42054 -1.74679
C -1.05133 0.90853 -2.15675
H 3.13035 2.05753 -1.11330
H 2.21677 0.56430 -1.08508
H 1.99060 1.77679 0.19724
H 1.05241 3.36311 -1.50093
H 1.47819 1.07204 -3.48296
H 2.32596 2.61012 -3.44378
H 0.60995 2.57282 -3.84945
H -0.31208 2.78890 0.54838
H -2.48737 1.91469 1.26762
H -4.92365 0.95592 -0.05089
H -4.03311 -0.16875 0.98245
H -4.45515 -0.63148 -0.66860
H -2.82231 -0.27878 -2.38079
H -0.65138 0.59977 -3.11099
O 2.08872 1.58869 2.72985
C 1.15890 0.86603 2.97085
C 0.77619 0.29079 4.33317
C -0.51520 -0.49387 4.08057
C -0.66056 -0.37670 2.59201
O -1.48712 -0.97355 1.84680
N 0.23812 0.41093 2.01842
H 0.67459 1.09911 5.05490
H 1.59430 -0.34555 4.67179
H -1.39292 -0.06851 4.56910
H -0.46987 -1.54583 4.35880
F -0.39201 -2.81656 -4.19519
C -0.31023 -3.37138 -2.97738
F 0.80803 -4.09511 -2.92386
F -1.34929 -4.18472 -2.82444
C -0.28246 -2.26708 -1.90485
O -1.15534 -2.27419 -0.99985
O 0.60215 -1.38833 -1.98548
N 1.28039 -1.80508 0.66821
C 2.34187 -2.27649 0.88096
N 3.46311 -2.81037 1.01240
C 4.19137 -2.84884 2.11487
N 4.88079 -2.92088 3.03851
*
```

***

(2)
A 9-piece molecular cluster, C45H104N6O13 overall at a distorted geometry. Source: the Open Molecules 2025 dataset; level of theory: ωB97M-V/def2-TZVPD.

Computed properties:
- LUMO level: 0.3 eV
- Structure (SMILES): CC1(C)CCCC(C)(C)N1O.CC1(C)CCCC(C)(C)N1O.CC1(C)CCCC(C)(C)N1O.CC1(C)CCCC(C)(C)N1O.NC(N)=O.OCCO.OCCO.OCCO.OCCO
- HOMO-LUMO gap: 8.6 eV
- ΔE to the lowest compared entry with this formula, charge and spin: 0.00 kcal/mol
- HOMO level: -8.33 eV
- Electronic energy: -3083.31865 a.u.

Structure (ORCA input):
```
! wB97M-V def2-TZVPD RIJCOSX def2/J DEFGRID3
* xyz 0 1
C -5.39218 -0.73751 3.24871
C -4.02780 -1.50173 2.88034
C -4.02837 -1.60610 1.36345
C -3.65100 -0.29876 0.60320
C -2.34839 0.21571 1.20996
C -2.42537 0.43032 2.78635
N -2.74356 -0.93225 3.35411
O -2.78162 -0.85281 4.80484
C -0.96863 0.60359 3.29124
C -3.38581 1.51517 3.07007
C -4.13654 -2.90603 3.44278
H -5.26979 -0.51941 4.30717
H -6.18741 -1.47456 3.26579
H -5.70450 0.05276 2.59747
H -3.33292 -2.35577 1.01627
H -4.98608 -2.11554 1.10380
H -4.46652 0.41495 0.62412
H -3.48194 -0.57792 -0.48704
H -1.81311 1.15875 0.86053
H -1.56608 -0.50112 0.97461
H -0.99411 0.72690 4.39407
H -0.45372 -0.35194 3.09967
H -0.51964 1.48497 2.70128
H -2.81893 2.36029 2.63049
H -4.43471 1.43262 2.63888
H -3.40097 1.59430 4.19182
H -5.11907 -3.26482 3.24759
H -4.00436 -2.89548 4.55826
H -3.59017 -3.71594 2.95057
H -1.94718 -1.24413 4.95719
C 3.13903 6.15914 -4.33184
C 1.64028 6.57467 -4.73648
C 1.65591 7.75863 -5.70515
C 0.31126 7.93732 -6.38094
C -0.10193 6.68578 -7.10755
C -0.20850 5.46449 -6.09972
N 1.10022 5.38615 -5.46121
O 1.11689 4.16419 -4.73635
C -1.36411 5.64800 -5.08631
C -0.53824 4.25412 -6.96574
C 0.80292 6.85326 -3.40619
H 3.66004 5.84981 -5.24304
H 3.21256 5.24175 -3.74345
H 3.70676 6.88359 -3.72100
H 1.90102 8.62735 -5.10896
H 2.38518 7.46931 -6.52633
H 0.32449 8.81530 -7.09300
H -0.46740 8.16653 -5.61627
H 0.63947 6.41875 -7.90433
H -1.08552 6.93088 -7.58813
H -1.43072 6.61715 -4.65245
H -2.29525 5.43045 -5.60338
H -1.19166 4.91338 -4.27463
H 0.32416 3.88363 -7.49894
H -1.00435 3.44997 -6.40835
H -1.26263 4.53618 -7.80005
H -0.22064 7.27548 -3.51270
H 1.35601 7.52389 -2.75072
H 0.64322 5.87365 -2.94426
H 0.35774 4.17747 -4.15171
C -3.68009 -5.94634 0.55732
C -2.33134 -5.64566 -0.12085
C -2.49081 -4.64781 -1.26929
C -1.14774 -4.00534 -1.71737
C -0.44908 -3.51651 -0.39994
C -0.11324 -4.60462 0.63075
N -1.46084 -5.08522 0.96990
O -1.30076 -6.13327 1.99444
C 0.87674 -5.51213 0.15741
C 0.50821 -3.94564 1.90953
C -1.76483 -6.98923 -0.75264
H -4.16168 -4.98829 0.69077
H -3.61769 -6.55823 1.43251
H -4.36460 -6.49036 -0.20706
H -2.94311 -5.17492 -2.11053
H -3.19928 -3.87734 -0.91113
H -1.23314 -3.15263 -2.36164
H -0.48616 -4.76368 -2.24714
H -1.06970 -2.76526 0.15082
H 0.49820 -2.97276 -0.55332
H 1.76487 -4.92363 -0.00526
H 1.13725 -6.22272 0.95254
H 0.52106 -6.02990 -0.70843
H -0.07967 -3.05674 2.07611
H 0.33977 -4.66936 2.75105
H 1.60396 -3.78805 1.67351
H -1.04568 -6.97937 -1.56462
H -2.60632 -7.56763 -1.08589
H -1.45244 -7.70937 0.05009
H -0.69067 -6.65575 1.49943
C 2.84927 -3.10859 6.62745
C 2.51506 -2.65903 5.24767
C 2.96673 -1.24797 4.84322
C 4.52445 -1.17781 4.39560
C 5.23806 -2.51932 4.63119
C 4.47774 -3.77724 4.06830
N 2.95923 -3.63381 4.22907
O 2.38465 -4.92719 4.50922
C 4.76449 -3.98804 2.57234
C 5.01386 -4.99661 4.86859
C 0.91652 -2.68805 5.07419
H 2.68266 -4.18412 6.57696
H 2.13279 -2.58014 7.31359
H 3.84333 -2.89073 6.99181
H 2.25424 -0.74461 4.08046
H 2.73352 -0.62011 5.71214
H 5.11409 -0.28696 4.70689
H 4.38766 -1.20804 3.27891
H 5.46200 -2.68154 5.70613
H 6.16730 -2.44039 4.07727
H 5.83704 -4.08984 2.68197
H 4.18644 -4.82531 2.23409
H 4.53957 -3.07229 2.03950
H 4.56550 -5.08525 5.84533
H 4.94849 -6.03512 4.38110
H 6.07962 -4.74559 5.11291
H 0.76767 -2.59236 4.01145
H 0.41241 -1.81196 5.52672
H 0.56717 -3.60249 5.54530
H 2.09633 -5.28104 3.68368
C 1.67720 0.29705 -0.57334
O 1.02260 0.83154 0.33410
N 1.68096 0.67761 -1.84406
N 2.51690 -0.73821 -0.36855
H 1.91701 -0.03531 -2.50681
H 0.95805 1.32852 -2.14002
H 2.53783 -1.20095 0.48999
H 3.14312 -0.88967 -1.17752
C -2.30839 5.02292 0.81598
C -1.28045 5.73338 -0.09705
O -0.38417 4.69960 -0.56709
O -3.30470 5.89238 1.41588
H -1.72183 4.55762 1.61602
H -2.77782 4.14001 0.29163
H -0.82158 6.50960 0.54426
H -1.77559 6.19618 -0.94715
H 0.03615 4.34213 0.22318
H -3.81525 6.29694 0.68011
C -1.71616 1.05671 -3.73335
C -1.83130 1.86362 -2.49315
O -0.69916 2.64318 -2.29055
O -0.51564 0.27677 -3.59709
H -1.49138 1.75217 -4.50201
H -2.60791 0.47479 -3.93387
H -2.01179 1.29234 -1.60456
H -2.67711 2.56133 -2.69030
H -0.70088 3.24024 -1.52392
H -0.30744 -0.18506 -4.46092
C 1.37270 -1.74818 -5.85601
C 1.19123 -2.64972 -4.60441
O 1.50290 -2.04673 -3.27205
O 0.10741 -1.13756 -6.16616
H 1.63665 -2.33595 -6.72083
H 2.21038 -1.10841 -5.66731
H 1.92486 -3.45551 -4.77935
H 0.20579 -3.05664 -4.62554
H 0.62473 -1.78947 -2.93872
H 0.31637 -0.43920 -6.76942
C 1.39460 3.81842 2.42557
C 1.99061 2.79449 3.41416
O 2.70494 1.64434 2.83519
O 0.26772 3.36298 1.64699
H 2.14583 4.24567 1.74935
H 0.93914 4.57905 3.07888
H 1.16930 2.41728 4.06511
H 2.73719 3.34095 3.92182
H 2.15609 1.11028 2.18912
H 0.58554 2.58703 1.13117
*
```

***

(3)
C51H52BrN10O5PRbS5 as an isolated structure at a distorted geometry. Source: the Open Molecules 2025 dataset; level of theory: ωB97M-V/def2-TZVPD.

Computed properties:
- LUMO level: 1.6 eV
- HOMO-LUMO gap: 6.6 eV
- ΔE to the lowest compared entry with this formula, charge and spin: 0.00 kcal/mol
- HOMO level: -5.00 eV
- Electronic energy: -7828.93065 a.u.

Structure (ORCA input):
```
! wB97M-V def2-TZVPD RIJCOSX def2/J DEFGRID3
* xyz -1 1
Rb 0.16893 1.80083 0.12652
C -3.44831 0.06573 2.66477
C -2.51012 -0.97061 2.03584
S -0.78560 -0.48110 2.23471
C -0.01779 -1.94763 1.51110
C 1.49219 -2.00339 1.78411
S 2.04007 -1.27855 3.35231
C 0.98481 -2.18099 4.50471
C 0.94932 -1.46155 5.85162
S 0.22288 0.20163 5.87152
C -1.49160 -0.18975 6.32015
C -2.44547 -0.55712 5.18111
S -2.83071 0.88293 4.16439
H -4.40633 -0.40368 2.88952
H -3.63010 0.87909 1.95937
H -2.73439 -1.08909 0.98442
H -2.64103 -1.93896 2.52735
H -0.20615 -1.94691 0.43606
H -0.50063 -2.83245 1.92962
H 2.05718 -1.45233 1.03004
H 1.82590 -3.04020 1.75137
H 1.37985 -3.19042 4.64311
H -0.01845 -2.24361 4.07966
H 1.96622 -1.34907 6.23666
H 0.40099 -2.06967 6.57487
H -1.85705 0.69460 6.84689
H -1.45828 -1.00250 7.04763
H -3.37117 -0.95508 5.60230
H -1.99317 -1.31978 4.54479
N -3.50382 1.90264 -0.45791
C -4.68011 1.83749 -1.17861
C -5.47930 2.99174 -1.24632
C -6.67520 3.01385 -1.93267
C -7.11986 1.86738 -2.59361
C -6.33425 0.73075 -2.52741
C -5.12352 0.68676 -1.82559
P -4.15939 -0.86618 -1.70219
C -5.48644 -2.14330 -1.65453
C -5.71762 -3.08505 -2.64960
C -6.70616 -4.05490 -2.49733
C -7.47664 -4.09614 -1.34539
C -7.25291 -3.16027 -0.33772
C -6.26331 -2.20336 -0.49116
C -3.44950 -1.11304 -3.36675
C -3.67208 -0.27964 -4.45767
C -3.06245 -0.54237 -5.67795
C -2.23048 -1.64306 -5.82431
C -1.99245 -2.47733 -4.73776
C -2.58582 -2.20049 -3.51347
H -3.18141 2.86326 -0.46147
H -2.70740 1.34914 -0.83591
H -5.11531 3.89094 -0.76055
H -7.25890 3.92764 -1.96504
H -8.05223 1.86054 -3.14446
H -6.67540 -0.16330 -3.04021
H -5.12729 -3.06112 -3.55773
H -6.87632 -4.77487 -3.29012
H -8.24807 -4.84679 -1.23187
H -7.84666 -3.18362 0.56827
H -6.09955 -1.46997 0.29264
H -4.28896 0.60400 -4.34507
H -3.22418 0.12944 -6.51121
H -1.74855 -1.83480 -6.77451
H -1.33344 -3.32976 -4.83706
H -2.37950 -2.83701 -2.65750
O 0.06291 1.29381 -3.50225
S -1.04019 1.66871 -2.60009
O -2.29677 1.86256 -3.31971
O -1.20884 0.55585 -1.57515
O -0.68830 2.88160 -1.79668
C 4.95022 0.33659 3.90734
N 4.05220 1.27433 3.23681
C 3.34052 2.28414 3.76061
N 2.55688 2.82027 2.84628
C 2.84429 2.06785 1.74689
N 3.74402 1.12328 1.93465
C 6.24400 0.05303 3.18121
C 7.46009 0.36494 3.77022
C 8.65759 0.02761 3.14686
C 8.64895 -0.61859 1.92377
C 7.43091 -0.92691 1.32269
C 6.23779 -0.59793 1.94787
C 7.40727 -1.62543 0.02956
N 8.27611 -2.42379 -0.47382
N 7.76484 -2.82098 -1.72224
C 6.62817 -2.23497 -1.84721
O 6.33080 -1.45935 -0.77380
C 5.66750 -2.28719 -2.95778
C 5.67436 -3.37149 -3.82671
C 4.75390 -3.41043 -4.86415
C 3.84273 -2.37800 -5.03450
C 3.84253 -1.28279 -4.17829
C 2.86617 -0.14365 -4.40351
N 2.88539 0.81563 -3.33000
C 2.21402 0.76033 -2.18473
N 2.51745 1.80368 -1.43563
C 3.37472 2.50298 -2.23506
N 3.64150 1.94134 -3.39060
C 4.75945 -1.24741 -3.13720
H 4.40644 -0.59662 4.04748
H 5.15374 0.75961 4.88872
H 3.40989 2.57707 4.80051
H 2.41345 2.23010 0.77210
H 7.47731 0.87239 4.73005
H 9.59942 0.28034 3.61704
H 9.57098 -0.89164 1.42528
H 5.29650 -0.83503 1.47120
H 6.38618 -4.17392 -3.67614
H 4.74005 -4.25664 -5.53985
H 3.12165 -2.42307 -5.84514
H 1.84224 -0.49913 -4.51120
H 3.12365 0.39566 -5.31074
H 1.55629 -0.06192 -1.91940
H 3.81267 3.44779 -1.94950
H 4.77687 -0.40118 -2.46092
Br -2.28822 8.45381 1.48384
C -1.88103 6.61409 1.64770
C -2.89714 5.70522 1.87850
C -2.54609 4.36904 1.99369
N -1.29250 3.92889 1.89333
C -0.33643 4.83016 1.66566
C -0.57262 6.18985 1.53407
H -3.92818 6.01886 1.95868
H -3.31073 3.61840 2.16644
H 0.67980 4.44615 1.61050
H 0.23516 6.88251 1.34567
*
```

***

(4)
A 2-piece molecular cluster, C5H10O overall. Source: the Open Molecules 2025 dataset; level of theory: ωB97M-V/def2-TZVPD.

Computed properties:
- LUMO level: 1.0 eV
- HOMO-LUMO gap: 7.8 eV
- ΔE to the lowest compared entry with this formula, charge and spin: 127.64 kcal/mol
- HOMO level: -6.87 eV
- Electronic energy: -271.54921 a.u.

Structure (ORCA input):
```
! wB97M-V def2-TZVPD RIJCOSX def2/J DEFGRID3
* xyz 0 1
C -0.70602 1.82383 0.37016
C -0.74419 -0.23806 0.02998
C -0.08333 -0.58070 -1.18974
C 1.29327 -1.08940 -0.84120
O 1.44897 -0.78383 0.54697
C 0.16966 -0.72196 1.13040
H -1.11128 2.45227 -0.43242
H -1.39687 1.81937 1.21685
H 0.28481 2.16917 0.68313
H -1.82297 -0.27300 0.15235
H -0.60402 -0.75762 -2.11987
H -0.26839 0.76398 -0.61675
H 2.12496 -0.59988 -1.36199
H 1.39024 -2.17668 -1.00686
H -0.19574 -1.72256 1.42207
H 0.22091 -0.08492 2.01690
*
```

***

(5)
A 2-piece molecular cluster, CH6NOS overall at a distorted geometry. Source: the Open Molecules 2025 dataset; level of theory: ωB97M-V/def2-TZVPD.

Computed properties:
- LUMO level: 4.1 eV
- HOMO-LUMO gap: 7.7 eV
- ΔE to the lowest compared entry with this formula, charge and spin: 20.82 kcal/mol
- HOMO level: -3.59 eV
- Electronic energy: -569.89356 a.u.

Structure (ORCA input):
```
! wB97M-V def2-TZVPD RIJCOSX def2/J DEFGRID3
* xyz -1 1
N -1.55221 1.21637 0.04558
C -0.34474 0.47423 0.48516
O -0.32390 -0.83867 0.16554
H -1.62495 1.09999 -0.95129
H -2.30474 0.66635 0.43940
H 0.52507 1.02425 0.06444
H -0.30066 0.62222 1.58602
S 2.33139 -0.92314 -0.87378
H 0.96130 -1.12414 -0.30223
H 2.63345 -2.21747 -0.65883
*
```